[1]
# C11H21N3O4

The molecule C11H21N3O4 at a distorted geometry (wB97M-V/def2-TZVPD, the Open Molecules 2025 dataset).

Geometry as XYZ:
```
39
Properties=species:S:1:pos:R:3:mulliken_charge:R:1
C 1.94965 -1.44828 0.54455 0.414
C 2.04463 0.05680 0.86914 0.099
C 0.54516 -1.64253 1.28656 -0.484
C 0.15940 -3.18236 1.43295 0.833
C -0.93484 -3.42155 2.45020 -1.544
C 0.00084 -3.74980 0.00674 -1.425
C 0.52806 0.83769 -1.06851 0.368
C 0.45166 2.25985 -1.60251 0.070
C -0.95787 0.16383 -1.35117 -1.426
C -2.01461 0.42357 -0.18664 -0.583
C -2.78713 1.69604 -0.60496 0.344
H 3.75137 -2.58732 0.65650 0.196
H 3.35649 -1.83929 1.93957 0.233
H 1.91325 -1.57084 -0.59411 0.431
H -0.38305 -1.10491 0.96560 -0.483
H 0.56082 -1.19756 2.26651 0.500
H 1.10961 -3.66123 1.74411 0.254
H -1.83526 -2.75372 2.30799 0.250
H -1.60065 -4.25499 2.33014 0.456
H -0.73240 -3.49284 3.50546 0.352
H -0.20527 -4.77858 0.02295 0.479
H 0.92715 -3.76632 -0.51435 0.427
H -0.71202 -3.15187 -0.60718 0.145
H 1.08524 1.67636 0.74169 0.214
H 1.26350 0.42793 -1.90033 0.168
H -1.09237 0.69578 -2.19791 1.273
H -0.92237 -0.89438 -1.73741 0.287
H -1.61113 0.52387 0.82122 0.421
H -2.84951 -0.57924 0.01858 0.291
H -3.33636 2.05076 1.39436 0.224
H -3.65236 3.37414 0.34075 0.260
H -0.04151 3.23714 -3.25370 0.347
N 2.98533 -2.31027 1.15948 -0.622
N 1.14672 0.85960 0.21008 -0.032
N -3.17009 2.45246 0.46853 -0.403
O 2.59600 0.54163 1.84225 -0.704
O 1.14838 3.18442 -1.16895 -0.602
O -3.10675 2.01163 -1.79246 -0.622
O -0.09220 2.34670 -2.85274 -0.407
```

E_LUMO in eV: 0.332
SMILES string: CC(C)C[C@H](N)C(=O)N[C@@H](CCC(N)=O)C(=O)O
Spin multiplicity: 1
HOMO-LUMO gap in eV: 9.6671
Energy in a.u.: -896.90787
Relative energy (zero: lowest compared OMol25 entry of this formula, charge and spin) in eV: 4.118

***

[2]
# C37H55Br2Cl57IN3O5P3

A cluster of 20 separate species, C37H55Br2Cl57IN3O5P3 in total at a distorted geometry (wB97M-V/def2-TZVPD, the Open Molecules 2025 dataset).

Geometry as XYZ:
```
163
Properties=species:S:1:pos:R:3:mulliken_charge:R:1
C 2.97010 1.96529 -1.34588 -0.418
O 1.84834 2.80954 -1.15908 -0.493
C 0.79972 2.17900 -0.45644 0.247
C -0.47038 3.02127 -0.55438 -0.814
C -1.35582 2.92811 0.70370 0.155
C -2.82386 3.30932 0.37455 -1.073
C -3.83450 2.22734 0.73193 -0.773
C -3.95609 1.86122 2.22580 0.610
C -5.18553 0.95172 2.44777 -1.056
C -4.86511 -0.55274 2.62142 -0.921
C -3.53711 -0.96532 1.97860 -0.476
N -3.43824 -2.41361 1.80393 0.060
C -2.30415 -3.00403 1.45319 -0.179
N -2.23517 -4.34266 1.27148 -0.278
C -1.34672 -4.91878 0.23217 -0.726
C -2.09292 -5.68638 -0.84327 -0.715
Br -1.16103 -7.28303 -1.27067 -0.094
C -3.22118 -5.36112 -1.48539 0.578
C -4.02922 -4.11053 -1.22292 -0.966
Br -3.94139 -6.46662 -2.83288 -0.177
C -0.31061 -3.86083 -0.28046 -0.644
P -0.82840 -3.08799 -1.94150 0.134
O -1.22299 -1.55110 -1.51229 -0.423
I 1.28585 -2.91946 -3.16593 -0.135
C 0.03110 -2.91851 0.89292 -0.045
P 1.29684 -1.58939 0.37999 0.463
C 2.85097 -2.48990 0.14471 -1.090
O 1.62152 -0.78700 1.79037 -0.281
P 0.55727 -3.97994 2.40589 -0.011
O 0.76376 -2.80253 3.52967 0.078
O 2.01571 -4.58462 1.98690 -0.343
N -1.19454 -2.21416 1.32735 0.072
H 3.00921 1.17824 -0.58446 0.111
H 3.88123 2.56293 -1.27793 0.298
H 2.94528 1.49992 -2.33964 0.166
H 0.62786 1.17222 -0.87255 -0.010
H 1.08330 2.04903 0.60516 0.098
H -0.16648 4.05744 -0.73442 0.272
H -1.02997 2.69249 -1.43510 0.405
H -1.28810 1.90487 1.09278 -0.115
H -0.95495 3.64082 1.42828 0.228
H -3.09207 4.27205 0.81678 0.402
H -2.87017 3.46942 -0.70834 0.516
H -3.67122 1.34376 0.10004 0.211
H -4.83212 2.60492 0.46914 0.462
H -4.12912 2.80556 2.76217 -0.336
H -3.03556 1.45016 2.64933 0.266
H -5.89204 1.10108 1.62830 0.495
H -5.69722 1.26610 3.36178 0.328
H -5.69871 -1.17241 2.27311 0.404
H -4.76373 -0.75124 3.69540 0.344
H -2.74044 -0.59826 2.62968 0.159
H -3.42014 -0.47727 1.00580 0.259
H -4.27302 -2.96068 1.95267 0.480
H -3.15101 -4.77732 1.26350 0.612
H -0.73781 -5.67334 0.73787 0.893
H -3.43017 -3.19818 -1.25831 0.080
H -4.85213 -4.05310 -1.93357 0.588
H -4.49861 -4.16486 -0.23315 0.150
H 0.61229 -4.40860 -0.50265 1.110
H -1.92071 -1.26874 -2.11895 0.293
H 3.57741 -1.81039 -0.30810 0.422
H 3.27769 -2.83183 1.09170 -0.019
H 2.73604 -3.36484 -0.49510 0.278
H 1.13864 0.04718 1.74418 0.154
H 0.81421 -3.28570 4.36958 0.143
H 2.74183 -4.21605 2.51579 0.194
H -1.00350 -1.73543 2.20912 0.468
C 5.45751 -2.32416 4.44706 0.555
Cl 5.93147 -3.34521 3.08205 -0.115
Cl 4.50896 -3.25340 5.60858 -0.103
Cl 6.86792 -1.61992 5.22598 -0.096
H 4.84012 -1.51546 4.07347 -0.252
C -2.49037 5.83418 4.13000 0.023
Cl -1.38989 4.51833 4.56086 -0.097
Cl -4.01387 5.19431 3.49865 -0.181
Cl -2.79810 6.88111 5.50665 -0.033
H -2.02063 6.42549 3.35405 0.300
C -3.05640 -6.69690 -6.70807 0.566
Cl -3.12660 -8.37780 -7.21644 -0.119
Cl -1.55334 -5.93660 -7.24356 -0.119
Cl -4.45324 -5.78634 -7.29175 -0.075
H -3.07567 -6.66684 -5.62680 -0.254
C -1.64872 11.08908 5.61640 0.019
Cl -1.26931 10.00308 4.27648 -0.111
Cl -2.49112 10.24236 6.91457 -0.100
Cl -0.18432 11.85760 6.22259 -0.112
H -2.30568 11.86265 5.24040 0.308
C -2.78434 -3.01383 -8.86964 0.979
Cl -4.26337 -2.89912 -9.80749 -0.095
Cl -1.38021 -3.22678 -9.91362 -0.128
Cl -2.55907 -1.60887 -7.82189 -0.159
H -2.86641 -3.88366 -8.23393 -0.617
C -6.63064 9.45423 6.48533 0.029
Cl -8.33899 9.67659 6.11314 -0.127
Cl -6.03194 7.93766 5.81040 -0.090
Cl -5.67803 10.82388 5.91348 -0.111
H -6.52451 9.40356 7.56092 0.290
C 5.09855 2.57442 4.68273 0.049
Cl 3.95075 3.65141 5.48508 -0.030
Cl 4.23102 1.33452 3.76165 0.028
Cl 6.20736 3.47614 3.65762 -0.133
H 5.68508 2.06268 5.43305 0.086
C -8.05450 -1.39602 -8.06727 0.145
Cl -6.94058 -0.17584 -7.44240 -0.128
Cl -8.52100 -1.03063 -9.72110 -0.101
Cl -7.33712 -3.00618 -7.95448 -0.089
H -8.94730 -1.38117 -7.45582 0.172
C -12.42799 0.30392 -9.47096 0.033
Cl -11.80994 -0.48785 -8.01228 -0.117
Cl -11.12565 1.04382 -10.39767 -0.107
Cl -13.33723 -0.83602 -10.45751 -0.112
H -13.10188 1.08878 -9.15461 0.313
C 1.70529 -1.54690 7.80717 -0.128
Cl 0.50208 -0.47329 8.51338 -0.116
Cl 0.89769 -2.76984 6.80091 -0.156
Cl 2.92299 -0.64779 6.92672 0.097
H 2.20742 -2.07250 8.60927 0.312
C 0.41090 6.40704 7.24247 0.703
Cl -0.18985 5.20564 8.38900 -0.134
Cl 0.32265 8.02688 7.92502 -0.109
Cl 2.06253 6.02141 6.75082 -0.101
H -0.22268 6.37444 6.36631 -0.374
C 0.76020 -0.22263 -7.04711 0.447
Cl 0.43783 1.20756 -8.02126 -0.086
Cl 2.08503 -1.16365 -7.73723 -0.146
Cl 1.11478 0.21308 -5.37280 -0.060
H -0.12353 -0.84355 -7.04624 -0.140
C 5.70509 1.32860 9.50952 -0.158
Cl 6.42955 2.65052 10.41514 -0.117
Cl 5.20858 1.86478 7.89866 -0.033
Cl 6.80783 -0.04009 9.36970 -0.015
H 4.81905 1.00050 10.03738 0.285
C 0.30142 -9.61826 1.47686 0.426
Cl 1.31324 -8.55394 2.45717 -0.100
Cl 1.04311 -11.20273 1.28893 -0.120
Cl -1.31621 -9.75720 2.17000 -0.125
H 0.21151 -9.16929 0.49732 -0.127
C 8.84836 -2.87357 0.76872 -0.024
Cl 7.55055 -2.50876 -0.37731 -0.109
Cl 10.39404 -2.99705 -0.05989 -0.073
Cl 8.91406 -1.66042 2.04603 -0.087
H 8.62977 -3.83005 1.22582 0.299
C 3.12198 3.33238 -11.00945 0.255
Cl 1.65883 4.27422 -11.28738 -0.130
Cl 4.33206 4.29543 -10.15956 -0.130
Cl 2.75320 1.85536 -10.11537 -0.065
H 3.52944 3.05687 -11.97200 0.069
C 12.40926 -0.19112 -2.17026 0.046
Cl 11.59825 0.32340 -0.69173 -0.090
Cl 13.52790 1.04494 -2.74049 -0.124
Cl 13.24486 -1.72742 -1.92469 -0.123
H 11.65535 -0.33929 -2.93192 0.286
C 2.74264 5.14986 -15.13569 0.023
Cl 3.35341 3.53901 -14.73717 -0.123
Cl 1.08842 5.05346 -15.73487 -0.116
Cl 2.84844 6.24841 -13.76156 -0.101
H 3.36525 5.54483 -15.92726 0.328
C 7.74458 -3.94700 9.29613 -0.007
Cl 6.04990 -3.57747 8.96113 -0.065
Cl 8.25295 -5.37975 8.40684 -0.122
Cl 8.78322 -2.57183 8.91283 -0.126
H 7.83986 -4.15400 10.35374 0.324
```

E_LUMO in eV: -2.446
Total charge: +1
Spin multiplicity: 1
HOMO-LUMO gap in eV: 7.8007
Energy in a.u.: -34683.77293